No. 1
Molecular formula: C23H21F9INO2S
Method: DFT, ωB97M-V/def2-TZVPD

Geometry as XYZ:
```
58
C23H21F9INO2S (ωB97M-V/def2-TZVPD)
C 0.631 3.835 0.137
C 1.716 3.261 1.091
O 1.618 3.769 2.413
C 1.117 2.790 3.330
C -0.394 2.640 3.064
C -1.118 3.819 3.004
C -2.475 3.806 2.748
I -3.469 5.666 2.735
C -3.110 2.573 2.530
C -4.607 2.558 2.243
C -2.386 1.406 2.597
C -1.011 1.419 2.877
N -0.183 0.256 2.982
F -0.526 -0.332 4.251
C -0.482 -0.742 1.997
C 0.595 -1.422 1.486
C 0.448 -2.444 0.545
C 1.724 -3.144 0.085
C 1.541 -4.368 -0.841
O 2.374 -4.237 -2.007
C 1.584 -3.868 -3.120
C 2.377 -2.915 -4.071
F 3.695 -3.091 -3.805
F 2.188 -3.275 -5.363
C 2.009 -1.419 -3.823
F 2.942 -0.671 -4.455
F 2.164 -1.198 -2.492
C 0.598 -1.017 -4.364
F -0.179 -2.077 -4.674
F 0.808 -0.364 -5.534
C -0.215 -0.032 -3.429
F -1.489 -0.525 -3.340
F -0.312 1.170 -4.024
C -0.839 -2.719 0.115
C -1.935 -2.040 0.624
C -1.774 -1.062 1.576
S -3.146 -0.189 2.307
H 0.898 3.714 -0.919
H 0.335 4.852 0.415
H -0.270 3.214 0.293
H 2.680 3.613 0.689
H 1.683 2.163 1.025
H 1.608 1.826 3.144
H 1.289 3.153 4.350
H -0.616 4.772 3.156
H -4.864 1.682 1.636
H -4.961 3.487 1.792
H -5.111 2.447 3.218
H 1.596 -1.152 1.826
H 2.427 -2.416 -0.342
H 2.220 -3.511 0.998
H 1.919 -5.261 -0.321
H 0.503 -4.592 -1.109
H 1.319 -4.784 -3.671
H 0.684 -3.310 -2.816
H 0.150 0.036 -2.398
H -1.023 -3.480 -0.640
H -2.943 -2.271 0.278
```

Values from the calculation:
SMILES ... CCOCc1cc(I)c(C)c2c1N(F)c1cc(CCOCC(F)(F)C(F)(F)C(F)(F)C(F)F)ccc1S2


No. 2
Molecular formula: C6H15NS
Method: DFT, ωB97M-V/def2-TZVPD

Geometry as XYZ:
```
23
C6H15NS (ωB97M-V/def2-TZVPD)
C -0.669 1.468 0.855
C -2.176 2.013 1.013
S -3.230 0.682 1.708
N -0.401 0.870 -0.475
C 1.035 0.461 -0.500
C 1.173 -0.898 -1.195
C 2.626 -1.345 -1.110
C 0.138 -1.913 -0.590
H -0.660 0.624 1.718
H 0.088 2.389 1.049
H -1.936 2.821 1.685
H -2.736 2.289 0.148
H -4.006 1.416 2.434
H -2.243 -0.758 0.299
H 1.731 1.207 -1.132
H 1.360 0.303 0.631
H 0.837 -0.850 -2.270
H 2.996 -1.219 -0.029
H 2.909 -2.410 -1.092
H 3.328 -0.804 -1.885
H -0.741 -1.284 -0.569
H 0.334 -2.260 0.452
H 0.245 -2.802 -1.146
```

Values from the calculation:
Energy relative to the best compared isomer or geometry (same formula, charge and spin) ... 190.6 kcal/mol


No. 3
Molecular formula: C3H11N2S
Method: DFT, ωB97M-V/def2-TZVPD

Geometry as XYZ:
```
17
C3H11N2S (ωB97M-V/def2-TZVPD)
C 0.315 -2.015 -1.031
S 0.148 -1.234 -2.668
H 0.652 -3.043 -1.119
H 1.059 -1.442 -0.481
H -0.623 -1.989 -0.482
H -0.925 -1.928 -3.071
C -0.619 1.279 0.506
C 0.148 1.105 1.603
N -0.250 0.415 2.703
N 0.114 1.472 -0.776
H -1.667 1.514 0.470
H 1.167 1.490 1.624
H 0.443 0.272 3.418
H -0.845 -0.378 2.529
H -0.310 2.174 -1.384
H 0.116 0.561 -1.271
H 1.078 1.745 -0.568
```

Values from the calculation:
Energy relative to the best compared isomer or geometry (same formula, charge and spin) ... 39.3 kcal/mol
Total charge ... +1


No. 4
Molecular formula: C4H11N2
Method: DFT, ωB97M-V/def2-TZVPD

Geometry as XYZ:
```
17
C4H11N2 (ωB97M-V/def2-TZVPD)
C 3.184 0.583 1.106
C -2.304 -0.309 -1.912
C -0.398 -0.763 1.450
C 1.910 0.056 0.933
N -1.376 0.573 -1.269
N 0.792 -0.235 1.030
H 3.142 1.084 2.048
H 3.925 -0.179 1.036
H 3.576 1.263 0.315
H -2.488 -0.091 -2.955
H -3.276 -0.336 -1.327
H -1.926 -1.312 -1.965
H -0.852 -1.418 0.687
H -1.257 -0.036 1.390
H -0.415 -1.119 2.468
H -0.455 0.730 -1.739
H -1.782 1.509 -1.296
```

Values from the calculation:
Energy relative to the best compared isomer or geometry (same formula, charge and spin) ... 68.0 kcal/mol
Total charge ... +1


No. 5
Molecular formula: C5H11NO2
Method: DFT, ωB97M-V/def2-TZVPD

Geometry as XYZ:
```
19
C5H11NO2 (ωB97M-V/def2-TZVPD)
C 0.527 -0.631 2.017
C -0.638 -0.230 1.182
C -0.680 0.934 0.443
N -1.906 1.536 0.109
H 0.491 -1.696 2.255
H 1.476 -0.417 1.522
H 0.504 -0.070 2.958
H -1.551 -0.801 1.310
H 0.127 1.653 0.567
H -1.792 2.142 -0.702
H -2.593 0.835 -0.160
C 1.463 -0.016 -1.501
C -0.044 -0.119 -1.478
O -0.738 0.319 -2.378
O -0.462 -1.452 -0.868
H 1.747 1.017 -1.297
H 1.957 -0.651 -0.765
H 1.829 -0.294 -2.493
H 0.282 -2.061 -0.723
```

Values from the calculation:
Energy relative to the best compared isomer or geometry (same formula, charge and spin) ... 68.5 kcal/mol
SMILES ... C/C=C/N.CC(=O)O


No. 6
Molecular formula: C10H26BFO5P
Method: DFT, ωB97M-V/def2-TZVPD

Geometry as XYZ:
```
44
C10H26BFO5P (ωB97M-V/def2-TZVPD)
C 3.693 -2.457 -1.341
O 4.140 -1.396 -2.287
C 2.974 -0.889 -3.074
C 1.831 -0.306 -2.031
C 0.705 0.655 -2.753
C -0.672 0.558 -1.870
C -1.802 -0.480 -2.450
C -1.436 -2.074 -2.253
B -0.482 -2.710 -3.433
F -0.268 -1.831 -4.613
H 4.612 -3.166 -1.126
H 3.322 -2.019 -0.312
H 2.881 -3.132 -1.882
H 3.292 0.017 -3.781
H 2.531 -1.749 -3.774
H 1.221 -1.163 -1.477
H 2.309 0.350 -1.155
H 0.576 0.479 -3.903
H 1.106 1.771 -2.630
H -0.353 0.246 -0.766
H -1.136 1.655 -1.832
H -2.786 -0.293 -1.800
H -2.137 -0.231 -3.569
H -0.927 -2.316 -1.213
H -2.481 -2.649 -2.245
H -1.059 -3.679 -3.841
H 0.505 -3.109 -2.929
C -2.991 2.028 2.134
O -2.171 2.799 3.000
P -0.788 2.052 3.722
O -0.337 1.535 2.349
O -1.752 0.925 4.440
C -2.663 1.373 5.423
O 0.595 1.304 4.445
C 1.837 1.880 4.081
H -2.889 2.411 1.114
H -2.744 0.962 2.145
H -4.030 2.144 2.451
H -3.667 1.050 5.143
H -2.657 2.462 5.522
H -2.401 0.925 6.384
H 1.802 2.965 4.212
H 2.084 1.635 3.045
H 2.615 1.467 4.729
```

Values from the calculation:
Total charge ... -1


| no. | HOMO level (eV) | LUMO energy (eV) |
| --- | --- | --- |
| 1 | -8.6089 | 0.01 |
| 2 | -7.7294 | -2.38 |
| 3 | -12.9005 | -3.17 |
| 4 | -12.7666 | -3.93 |
| 5 | -7.7992 | 0.36 |
| 6 | -4.2532 | -1.28 |